93
Properties=species:S:1:pos:R:3:forces:R:3:mulliken_charge:R:1 method="wB97M-V/def2-TZVPD" gap_ha=0.2449 e_lumo_ev=-2.47 charge=+1
Tl 1.70047 0.71693 0.33030 -0.152 -0.014 0.071 0.73
N 4.07354 0.57622 3.35048 -0.031 0.001 -0.163 -0.32
C 4.46580 1.61231 2.55629 0.520 0.148 0.147 0.35
N 3.86437 1.93777 1.45811 -0.298 -0.108 -0.101 0.19
C 4.48948 2.98307 0.81056 0.275 0.031 0.316 -0.32
C 5.60421 3.44249 1.43212 -0.001 0.012 -0.046 -0.38
S 5.89817 2.56032 2.88701 -0.332 -0.183 -0.116 -0.21
C 3.87512 3.51094 -0.40650 0.004 0.234 -0.338 -0.26
C 4.35414 4.51440 -1.18083 0.036 0.008 0.029 -0.36
S 3.24191 4.88912 -2.44464 -0.202 -0.248 0.159 -0.24
C 2.18276 3.63134 -1.83748 0.371 0.453 -0.198 0.42
N 2.65623 2.99611 -0.80878 -0.111 -0.113 0.075 0.23
N 0.97246 3.40299 -2.39497 0.105 -0.078 0.192 -0.29
H 3.12051 0.26473 3.20751 -0.037 -0.017 0.138 -0.18
H 4.43033 0.53235 4.28792 -0.081 0.007 0.049 0.31
H 6.25891 4.24895 1.14937 -0.035 0.022 -0.037 0.41
H 5.27065 5.07109 -1.08604 0.015 -0.022 0.063 0.43
H 0.75740 3.81269 -3.28431 -0.050 -0.075 -0.028 0.26
H 0.48682 2.56472 -2.11117 -0.117 -0.014 -0.160 -0.07
S -0.09799 3.05275 1.64344 0.085 0.365 0.296 -0.27
C -1.31559 2.08793 1.05857 -0.360 -0.211 -0.137 0.05
N -1.09809 0.98431 0.34029 -0.122 -0.647 -0.646 0.54
C -2.21519 0.40443 -0.05686 -0.076 0.962 0.727 -2.19
C -2.86602 -1.87493 -0.80698 -0.305 -0.531 0.068 -0.49
C -4.17372 -1.86575 -0.57864 0.199 0.268 -0.021 -0.50
C -5.08551 -0.78224 -0.31108 -0.231 0.233 -0.010 -0.61
C -4.74971 0.45535 0.10945 -0.044 -0.172 0.016 -0.60
C -3.42286 0.93354 0.31764 0.207 -0.256 -0.041 1.70
S -3.05418 2.36748 1.25558 0.318 -0.296 -0.058 -0.31
H -2.27234 -2.76230 -0.93239 0.236 0.057 0.087 0.30
H -4.60964 -2.85776 -0.54406 0.132 -0.079 0.035 0.45
H -6.13533 -1.03921 -0.34572 -0.012 0.043 -0.054 0.44
H -5.54430 1.13673 0.38986 -0.068 -0.027 -0.077 0.41
Cl 0.89614 -2.91394 0.87663 -0.065 -0.336 -0.187 0.01
C 0.25792 -4.52024 1.27831 0.063 0.123 -0.037 -0.41
Cl -0.96864 -5.07873 0.12388 0.001 0.030 -0.045 -0.18
H -0.20566 -4.46927 2.25633 0.009 0.036 0.000 0.17
H 1.07327 -5.23337 1.25645 0.005 0.038 0.017 0.39
C 0.85423 -3.15682 5.26095 0.092 0.155 -0.021 -1.06
C 1.89484 -2.05453 5.08650 -0.245 -0.132 -0.025 -0.63
N 1.38130 -0.73628 5.44320 -0.152 0.049 0.092 -0.02
C 0.61161 0.01493 4.61763 0.133 0.081 0.017 -0.47
S 0.26266 -0.43825 3.03539 0.160 -0.152 0.052 0.17
N 0.15816 1.19017 5.07908 -0.126 0.068 0.205 -0.01
C 0.08715 1.61421 6.46834 -0.121 -0.155 0.057 -0.79
C -1.10167 0.99556 7.20201 0.087 0.036 -0.021 -0.89
H 1.26891 -4.11997 4.96006 -0.014 -0.012 0.029 0.38
H -0.01061 -2.92799 4.63894 -0.033 -0.054 -0.001 0.20
H 0.53163 -3.22732 6.30045 -0.004 -0.045 0.007 0.35
H 2.20804 -2.01183 4.04490 0.072 0.002 0.011 0.29
H 2.76826 -2.24643 5.71114 0.013 0.048 -0.022 0.49
H 1.34211 -0.53587 6.43048 0.066 0.084 -0.046 0.22
H -0.39248 1.70962 4.41065 0.054 -0.032 -0.123 0.13
H -0.00358 2.69925 6.46534 0.108 0.006 0.019 0.41
H 1.02159 1.36783 6.97772 0.037 0.134 -0.029 0.33
H -2.03398 1.27448 6.71178 -0.009 -0.014 0.000 0.29
H -1.14001 1.34417 8.23395 0.007 -0.011 0.011 0.37
H -1.03472 -0.09351 7.20682 -0.026 -0.011 0.012 0.24
C -4.45641 0.33876 -4.58935 0.177 -0.175 0.095 -1.72
C -3.14592 0.85159 -4.01545 -0.340 0.580 -0.340 1.74
C -3.40582 1.85937 -2.90478 0.119 -0.303 0.084 -1.23
C -2.26200 1.43829 -5.10722 0.082 -0.226 0.116 -1.62
O -2.47979 -0.36533 -3.49091 0.162 -0.083 0.232 -0.21
P -1.25594 -0.42745 -2.53029 -0.374 -0.064 -0.662 -0.65
O -2.06574 -0.68632 -0.99906 0.193 0.255 -0.084 1.14
O -0.37335 0.72450 -2.46581 -0.117 0.020 0.302 0.44
O -0.68025 -1.85199 -2.69019 -0.037 0.138 0.415 0.17
C 0.02915 -2.33349 -3.91568 0.282 -0.267 -0.716 1.38
C 0.71014 -1.16499 -4.61570 -0.203 0.109 0.296 -1.29
C 1.06450 -3.33340 -3.43547 -0.265 0.149 0.267 -1.58
C -1.02318 -2.99295 -4.79349 -0.095 0.129 0.272 -1.41
H -5.02080 1.16899 -5.01103 -0.005 0.012 -0.001 0.40
H -5.05053 -0.13602 -3.80839 -0.036 0.034 0.004 0.38
H -4.26584 -0.39268 -5.37461 -0.028 0.007 -0.027 0.37
H -3.87058 2.74904 -3.32656 -0.001 -0.004 -0.043 0.62
H -2.47904 2.15543 -2.41262 0.011 0.095 0.004 0.08
H -4.08157 1.43821 -2.16054 0.003 0.049 -0.071 0.24
H -2.72750 2.33588 -5.51176 -0.012 0.008 0.013 0.51
H -2.13925 0.72120 -5.92009 0.025 0.006 -0.016 0.34
H -1.28021 1.69673 -4.70886 -0.018 0.068 -0.015 0.22
H 1.35851 -0.64054 -3.91294 0.073 0.005 -0.099 0.23
H -0.02839 -0.45579 -4.99673 0.085 -0.006 -0.090 0.25
H 1.30483 -1.53157 -5.45026 -0.043 -0.050 -0.011 0.57
H 1.73737 -2.85279 -2.72957 0.119 0.003 0.067 0.25
H 1.63718 -3.70079 -4.28662 -0.040 0.016 -0.003 0.47
H 0.58275 -4.17434 -2.94159 -0.002 -0.077 0.053 0.32
H -1.78046 -2.26607 -5.08742 0.006 -0.049 -0.069 0.13
H -1.50921 -3.79795 -4.24145 -0.009 -0.025 -0.051 0.32
H -0.56136 -3.41017 -5.68703 0.050 0.019 0.002 0.47
N 3.91728 -0.69184 -1.02579 0.164 -0.048 -0.120 -0.50
H 4.06708 -1.63288 -1.37220 0.037 0.026 0.000 0.17
H 4.55800 -0.54857 -0.25204 0.024 -0.001 -0.028 0.19
H 4.18709 -0.04479 -1.75949 0.060 -0.040 0.016 0.20


77
Properties=species:S:1:pos:R:3:forces:R:3:mulliken_spin:R:1 method="wB97M-V/def2-TZVPD" gap_ha="0.1787 / 0.1231" s2=6.044 e_lumo_ev="0.19 / -4.16" charge=0 multiplicity=5
P 0.45031 1.03445 0.48637 2.899 2.137 -1.094 0.48
C 0.17839 2.05596 -1.08092 -1.386 -0.708 0.170 0.06
C 1.04357 3.30101 -1.31814 0.546 0.151 0.335 0.03
C 0.51301 4.09150 -2.52070 -0.339 -0.135 -0.057 0.01
C 0.37696 3.23477 -3.78601 0.121 -0.070 -0.003 0.00
C -0.39419 1.93337 -3.53867 -0.080 0.126 0.175 0.01
C 0.14371 1.15954 -2.32663 -0.030 -0.147 -0.180 0.04
C 2.14663 0.24462 0.29649 -0.724 -1.245 0.574 0.06
C 3.26243 1.10294 -0.29597 -0.057 0.551 -0.319 0.03
C 4.60194 0.35985 -0.20862 -0.094 -0.284 0.180 0.01
C 4.54351 -1.02299 -0.86910 -0.062 0.003 -0.150 0.00
C 3.35401 -1.86653 -0.39286 0.006 0.085 0.164 0.01
C 2.02541 -1.09945 -0.44056 0.039 -0.254 -0.123 0.07
C 0.86334 2.38519 1.70654 -0.718 -0.230 0.642 0.08
C -0.36310 3.29769 1.88591 -0.160 0.058 0.169 0.03
C -0.11937 4.38994 2.93485 0.165 -0.026 -0.008 0.00
C 0.37741 3.82678 4.27161 -0.117 -0.167 -0.055 0.00
C 1.57739 2.88931 4.09825 -0.004 0.117 -0.168 0.00
C 1.33542 1.79625 3.04708 -0.099 -0.068 0.230 0.04
H -0.85655 2.40947 -0.90104 0.202 -0.061 -0.244 0.00
H 2.08520 3.01207 -1.50755 -0.303 0.083 0.003 0.00
H 1.05685 3.95255 -0.43455 -0.028 -0.105 -0.242 0.00
H 1.17370 4.94593 -2.71362 -0.114 -0.143 0.084 0.00
H -0.47391 4.49853 -2.25970 0.116 -0.011 -0.031 0.00
H -0.12980 3.81706 -4.56453 0.137 -0.085 0.083 0.00
H 1.37804 2.99369 -4.16979 -0.087 0.030 0.061 0.00
H -1.45134 2.17045 -3.35571 0.119 -0.085 -0.046 0.00
H -0.35220 1.29245 -4.42717 -0.056 0.122 0.153 0.00
H -0.48890 0.27845 -2.14338 0.138 0.164 -0.055 -0.02
H 1.15862 0.79655 -2.55363 -0.218 0.115 0.082 0.00
H 2.42243 0.02172 1.34262 -0.138 -0.067 -0.297 -0.01
H 4.87291 0.24429 0.85010 -0.016 0.034 -0.115 0.00
H 3.34317 2.07054 0.22101 0.005 -0.219 -0.142 0.00
H 3.04412 1.31570 -1.35275 0.076 -0.120 0.241 0.00
H 5.38503 0.96725 -0.67924 -0.152 -0.058 0.116 0.00
H 5.47767 -1.56100 -0.66870 -0.130 0.086 -0.086 0.00
H 4.48018 -0.89707 -1.95898 -0.003 0.019 0.113 0.00
H 3.26978 -2.77378 -1.00301 0.019 0.138 0.173 0.00
H 3.53352 -2.18590 0.64329 -0.053 -0.005 -0.135 0.00
H 1.22299 -1.70491 0.01007 0.221 0.099 -0.133 -0.03
H 1.74835 -0.92135 -1.49020 0.044 -0.050 0.233 -0.01
H 1.69589 2.97523 1.27777 -0.286 -0.391 -0.139 0.02
H -0.64393 3.77092 0.93400 0.071 -0.154 0.209 0.00
H -1.22281 2.68328 2.19283 0.139 0.069 -0.016 0.01
H 0.62491 5.09715 2.54335 -0.059 -0.049 0.028 0.00
H -1.04720 4.95367 3.08479 0.165 -0.046 -0.031 0.00
H -0.44113 3.27488 4.75308 0.087 0.059 -0.052 0.00
H 0.64760 4.65023 4.94231 -0.080 -0.132 -0.068 0.00
H 1.82838 2.41718 5.05493 -0.007 0.084 -0.157 0.00
H 2.45258 3.48001 3.79438 -0.063 -0.044 0.033 0.00
H 2.26531 1.22675 2.91434 -0.243 0.140 0.031 0.00
H 0.58124 1.08580 3.41795 0.098 0.123 -0.048 0.00
Pt -2.32492 -1.92774 0.77602 1.154 2.058 0.051 1.38
Cl -0.77775 -2.91483 2.13900 1.261 0.087 1.248 0.11
Cl -3.65453 -0.82162 -0.68619 -0.632 1.235 -0.932 0.08
C -2.59608 -3.76205 0.14156 -0.495 -2.909 -1.345 0.91
H -3.07589 -4.50434 0.81511 0.223 0.253 -0.434 0.05
C -1.99363 -4.25675 -1.04778 -0.648 -0.340 0.880 -0.01
C -1.96313 -5.65798 -1.34095 0.193 0.579 -0.081 0.21
C -1.26053 -6.10476 -2.44246 -0.020 -0.075 -0.047 -0.11
C -0.61707 -5.19528 -3.30162 -0.062 0.068 0.023 0.23
C -0.69682 -3.81790 -3.04720 -0.147 -0.027 0.222 -0.11
C -1.37386 -3.34509 -1.92866 0.332 -0.268 -0.441 0.18
H -2.48689 -6.33091 -0.65448 0.277 0.132 -0.331 0.01
H -1.21128 -7.17573 -2.64618 0.021 0.263 -0.028 0.00
H -0.23728 -3.10744 -3.73009 0.019 -0.132 0.027 0.00
H -1.46431 -2.27899 -1.68447 0.130 -0.390 -0.345 0.04
H -0.07242 -5.56021 -4.17307 -0.150 0.094 0.226 0.02
C -6.03544 -3.53034 2.42473 -0.098 0.145 -0.030 0.01
C -5.32287 -2.45676 1.62960 0.729 0.505 0.011 0.01
O -3.93580 -2.24108 2.11227 -1.668 -0.879 1.574 0.11
H -5.55269 -4.50935 2.34186 0.062 0.166 -0.035 0.00
H -7.05221 -3.64007 2.03225 0.125 0.027 0.068 0.00
H -6.11564 -3.25325 3.48165 0.044 -0.068 -0.128 0.00
H -5.26401 -2.66184 0.55355 0.052 -0.147 0.342 -0.01
H -5.77486 -1.46570 1.74719 -0.147 -0.317 -0.025 0.00
H -3.69758 -2.95200 2.74613 -0.065 0.504 -0.560 -0.01